Entry 1:
72
Properties=species:S:1:pos:R:3:mulliken_charge:R:1 method="wB97M-V/def2-TZVPD" e_homo_ev=-3.05 spin_multiplicity=1 gap_ev=6.94 largest_force_ev_per_a=0.82 charge=-2 e_above_lowest_kj_mol=15.8 energy_ev=-138420.70011
Cs -1.254 2.376 -1.395 1.353
O -1.958 0.046 2.518 -0.429
C -2.641 1.003 3.296 -0.033
C -1.912 2.333 3.327 -1.312
N -1.907 2.970 2.013 0.995
C -3.031 3.882 1.831 -0.524
C -3.379 4.186 0.345 -0.056
O -3.208 5.351 -0.054 -0.793
O -3.800 3.201 -0.325 -0.691
C -0.595 3.538 1.734 -1.577
C 0.491 2.424 1.605 0.465
O 1.607 2.686 2.066 -0.845
O 0.124 1.326 1.076 -0.610
H -1.350 0.523 1.904 0.424
H -3.658 1.158 2.911 -0.088
H -2.732 0.605 4.315 0.396
H -2.363 2.996 4.086 0.466
H -0.881 2.145 3.637 0.423
H -3.915 3.397 2.255 0.454
H -2.871 4.837 2.359 0.266
H -0.659 4.148 0.828 0.585
H -0.234 4.206 2.531 0.127
O 0.740 1.040 -3.290 -0.634
S 1.773 2.059 -3.145 1.379
O 2.626 2.184 -4.315 -0.789
O 1.291 3.339 -2.641 -0.794
C 2.866 1.477 -1.838 -0.302
C 3.910 2.371 -1.590 -0.875
C 4.848 2.117 -0.614 -0.648
C 4.751 0.947 0.129 -0.723
C 3.730 0.055 -0.124 -0.196
C 2.762 0.291 -1.113 0.705
P 1.436 -0.950 -1.414 0.937
C 1.679 -2.131 -0.026 0.490
C 1.991 -3.479 -0.175 -0.674
C 1.951 -4.340 0.916 -0.636
C 1.600 -3.860 2.169 -0.578
C 1.284 -2.514 2.325 -0.725
C 1.315 -1.655 1.239 -0.163
C 2.167 -1.866 -2.834 0.139
C 1.325 -2.225 -3.878 -0.295
C 1.811 -2.934 -4.972 -0.670
C 3.150 -3.282 -5.031 -0.372
C 4.007 -2.913 -3.998 -0.722
C 3.517 -2.208 -2.911 -0.151
H 3.945 3.281 -2.174 0.429
H 5.640 2.830 -0.417 0.344
H 5.462 0.732 0.918 0.358
H 3.669 -0.845 0.471 0.331
H 2.264 -3.864 -1.151 0.356
H 2.191 -5.388 0.780 0.360
H 1.558 -4.531 3.019 0.335
H 0.987 -2.134 3.295 0.428
H 1.038 -0.607 1.351 0.488
H 0.287 -1.916 -3.839 0.365
H 1.146 -3.199 -5.785 0.366
H 3.532 -3.826 -5.887 0.349
H 5.059 -3.168 -4.049 0.379
H 4.190 -1.908 -2.115 0.381
Se -1.770 -2.385 -0.808 0.309
N -2.509 -0.812 -0.723 -0.393
C -3.571 -0.917 0.065 0.696
C -4.416 0.184 0.429 -0.669
C -5.482 -0.070 1.223 -0.571
C -5.761 -1.391 1.714 -0.477
C -4.972 -2.450 1.413 -0.740
C -3.835 -2.242 0.565 0.942
N -2.987 -3.189 0.190 -0.902
H -4.148 1.188 0.105 0.669
H -6.125 0.749 1.523 0.412
H -6.621 -1.539 2.358 0.347
H -5.173 -3.441 1.800 0.407

***

Entry 2:
66
Properties=species:S:1:pos:R:3:mulliken_charge:R:1 method="wB97M-V/def2-TZVPD" e_homo_ev="-6.91 / -7.84" spin_multiplicity=2 gap_ev="7.53 / 7.07" largest_force_ev_per_a=0.42 charge=0 e_above_lowest_kj_mol=7.0 energy_ev=-67446.51645
Hg 1.174 0.798 -0.038 0.735
S 4.139 2.331 -3.182 -0.301
C 4.125 0.628 -3.270 -0.653
C 3.218 0.091 -2.408 -0.103
C 2.501 1.059 -1.642 -0.497
C 2.910 2.328 -1.966 0.193
C 2.390 3.592 -1.412 1.240
C 2.863 4.843 -1.809 -0.926
C 2.304 5.976 -1.247 -0.373
C 1.291 5.842 -0.309 -0.912
C 0.885 4.561 0.030 -0.317
N 1.421 3.471 -0.504 0.033
H 4.782 0.112 -3.953 0.459
H 3.067 -0.976 -2.330 0.366
H 3.653 4.926 -2.544 0.345
H 2.655 6.957 -1.542 0.406
H 0.826 6.704 0.148 0.391
H 0.092 4.385 0.748 0.486
C -1.950 -3.372 -0.453 -1.166
C -0.640 -2.795 -0.935 0.790
O -0.546 -1.659 -1.365 -0.520
N 0.422 -3.649 -0.897 -0.103
C 1.769 -3.164 -1.115 -0.607
C 2.536 -2.927 0.168 0.590
C 3.748 -3.560 0.402 -0.959
C 4.429 -3.291 1.580 -0.349
C 3.872 -2.406 2.484 -0.881
C 2.645 -1.833 2.174 -0.032
N 1.985 -2.086 1.048 0.216
H -2.754 -2.690 -0.717 0.095
H -1.922 -3.488 0.632 0.274
H -2.140 -4.351 -0.895 0.490
H 0.298 -4.545 -0.456 0.237
H 1.654 -2.220 -1.647 0.067
H 2.318 -3.857 -1.755 0.317
H 4.157 -4.240 -0.334 0.386
H 5.381 -3.765 1.785 0.405
H 4.371 -2.157 3.410 0.423
H 2.175 -1.124 2.848 0.338
N 0.416 0.895 2.762 -0.796
C -0.054 0.526 1.647 -0.278
H -0.238 0.740 3.540 0.266
O -1.534 2.619 0.018 -0.334
S -2.838 2.169 0.587 -0.073
C -2.516 0.951 1.822 -0.299
C -3.115 1.087 3.040 0.002
C -2.953 0.098 4.027 -0.842
C -2.235 -1.085 3.714 -0.391
C -1.605 -1.228 2.522 -0.831
C -1.512 -0.113 1.542 1.509
C -3.541 1.052 -0.639 0.238
C -4.682 0.312 -0.354 -0.325
C -5.226 -0.498 -1.337 -0.611
C -4.629 -0.565 -2.592 -0.505
C -3.489 0.175 -2.861 -0.499
C -2.940 0.994 -1.882 -0.101
H -3.756 1.941 3.228 0.444
H -3.426 0.211 4.992 0.408
H -2.212 -1.893 4.436 0.407
H -1.068 -2.140 2.288 0.427
H -1.582 -0.469 0.514 -0.384
H -5.136 0.365 0.630 0.373
H -6.115 -1.078 -1.125 0.399
H -5.056 -1.200 -3.358 0.379
H -3.018 0.114 -3.834 0.395
H -2.041 1.570 -2.060 0.437

***

Entry 3:
66
Properties=species:S:1:pos:R:3:mulliken_charge:R:1 method="wB97M-V/def2-TZVPD" e_homo_ev="-3.54 / -3.75" spin_multiplicity=4 gap_ev="6.25 / 5.60" largest_force_ev_per_a=2.17 charge=-1 energy_ev=-82062.17251
Tc -1.317 0.982 -1.337 -0.614
N 1.296 0.735 -4.901 -0.497
C 0.653 0.938 -3.708 0.520
S -1.073 0.884 -3.759 -0.445
N 1.339 1.223 -2.652 -1.260
N 0.647 1.412 -1.496 1.174
C 1.337 1.998 -0.551 -1.244
C 0.925 2.237 0.787 1.256
C 1.800 2.932 1.639 -0.639
C 1.542 3.087 2.979 -0.741
C 0.394 2.514 3.533 -0.586
C -0.488 1.830 2.739 -0.507
C -0.289 1.710 1.342 0.505
O -1.179 1.109 0.641 -0.363
H 0.735 0.269 -5.595 0.239
H 2.259 0.446 -4.847 0.224
H 2.353 2.287 -0.815 0.240
H 2.705 3.344 1.212 0.421
H 2.231 3.622 3.617 0.374
H 0.199 2.598 4.595 0.387
H -1.375 1.368 3.150 0.486
C -3.985 4.980 -1.426 -1.593
C -3.466 3.566 -1.378 0.725
S -1.746 3.440 -1.451 -0.445
C -4.284 2.485 -1.259 0.626
C -5.769 2.595 -1.049 -1.568
S -3.715 0.843 -1.235 -0.340
H -3.196 5.643 -1.778 0.417
H -4.297 5.323 -0.437 0.270
H -4.833 5.053 -2.107 0.349
H -6.205 3.453 -1.558 0.354
H -5.981 2.688 0.018 0.259
H -6.242 1.685 -1.410 0.411
C 0.926 -5.175 3.445 -0.470
C -0.319 -4.594 3.262 -0.644
C -0.433 -3.416 2.549 -0.220
C 0.687 -2.801 1.990 -0.043
C 1.935 -3.372 2.212 0.108
C 2.050 -4.549 2.932 -0.733
P 0.353 -1.230 1.082 -0.035
C 2.082 -0.789 0.652 0.586
C 2.833 -0.200 1.669 -0.131
C 4.126 0.225 1.429 -0.732
C 4.682 0.067 0.168 -0.629
C 3.939 -0.507 -0.850 -0.599
C 2.642 -0.931 -0.612 -0.330
C -0.310 -1.920 -0.499 -0.116
C -0.045 -3.260 -0.787 -0.101
C -0.646 -3.892 -1.856 -0.727
C -1.570 -3.194 -2.615 -0.932
C -1.809 -1.862 -2.344 0.157
C -1.167 -1.157 -1.318 0.866
H 1.025 -6.099 3.999 0.360
H -1.198 -5.062 3.685 0.391
H -1.402 -2.957 2.410 0.396
H 2.822 -2.900 1.812 0.347
H 3.030 -4.979 3.091 0.398
H 2.389 -0.071 2.650 0.432
H 4.701 0.681 2.224 0.404
H 5.692 0.402 -0.025 0.351
H 4.365 -0.626 -1.837 0.359
H 2.056 -1.353 -1.415 0.402
H 0.650 -3.814 -0.169 0.431
H -0.424 -4.930 -2.067 0.401
H -2.097 -3.684 -3.423 0.390
H -2.536 -1.332 -2.947 0.269